No. 1
ORCA calculation (wB97M-V/def2-TZVPD) on a gas-phase ion, C3H7N4S (charge +1) at a distorted geometry.

The spin multiplicity is 1. As for the orbital gap: 9.338 eV. The charge is +1. The HOMO energy is -14.239 eV. For the total energy, the calculation gives -20010.2683 eV. Its max |F| is 3.7 eV/A. The energy above the lowest of the compared OMol25 structures with the same formula, charge and spin comes out at 2.393 eV. Its SMILES is C[C@]1([NH3+])N=NN=C1S.

Structure (XYZ):
```
15
Properties=species:S:1:pos:R:3:forces:R:3
C 0.0927 0.3489 -0.0152 -0.97 -0.07 -1.83
C -1.0615 -0.5936 0.0234 0.17 -1.01 1.27
C 0.9336 0.5250 1.1402 -0.71 2.07 2.99
N -0.6619 1.5890 -0.2952 2.85 1.08 -0.06
N -2.1664 0.0124 -0.0296 -0.83 0.01 0.03
N -1.8366 1.3826 -0.1812 -2.51 0.58 -0.51
N 0.9633 -0.0100 -1.2158 -0.58 -3.28 0.22
S -0.8863 -2.2486 0.3648 2.16 -0.48 0.03
H 1.4860 1.4123 0.9446 1.45 0.43 -0.41
H 1.4964 -0.3283 1.4260 0.60 -0.67 0.27
H 0.3920 0.9771 2.0376 0.08 -1.30 -1.02
H 0.3082 -0.6567 -1.7478 1.31 1.00 -0.13
H 1.7873 -0.6405 -0.9327 -1.27 1.29 -0.41
H 1.2877 0.7514 -1.7861 0.11 0.76 -0.30
H -2.1345 -2.5211 0.2673 -1.87 -0.41 -0.14
```
Positions in Å, forces in eV/Å.

=====

No. 2
ORCA calculation (wB97M-V/def2-TZVPD) on a molecular structure, C4H6ClN3O2 at a distorted geometry.

The spin multiplicity is 1. As for the orbital gap: 9.157 eV. The charge is 0. The HOMO energy is -8.727 eV. For the total energy, the calculation gives -25325.3615 eV. Its max |F| is 3.0 eV/A. The energy above the lowest of the compared OMol25 structures with the same formula, charge and spin comes out at 4.027 eV.

Structure (XYZ):
```
16
Properties=species:S:1:pos:R:3:forces:R:3
C -1.7873 0.6322 -0.8034 0.06 1.47 0.78
C -1.9375 -0.7507 -0.6149 1.02 -1.61 -1.07
C 2.4161 0.1100 1.5677 -1.34 -1.36 -1.26
C 2.1789 0.2191 0.2657 0.36 -1.10 0.47
N -1.1140 -1.2361 0.3195 -1.93 -1.21 -1.99
N -1.0005 1.0312 0.0760 1.20 -0.25 -0.26
N -2.6239 -1.5357 -1.5717 -0.16 -0.73 2.85
O -0.5637 2.1867 0.5280 1.46 1.24 0.56
O -0.4490 -0.3855 0.9407 -0.22 1.86 0.70
Cl 2.5089 1.5366 -0.8092 0.24 0.39 0.40
H 0.4504 2.3406 0.4378 -2.10 -1.20 -0.30
H 2.9014 0.9453 1.9358 0.84 1.29 1.76
H 2.0107 -0.7847 2.1491 0.98 1.54 -0.89
H 1.8207 -0.5983 -0.2975 -0.71 -0.64 -0.48
H -2.2190 -2.4320 -1.6217 0.30 -1.57 0.63
H -2.5920 -1.2786 -2.5019 0.02 1.89 -1.90
```
Positions in Å, forces in eV/Å.

=====

No. 3
ORCA calculation (wB97M-V/def2-TZVPD) on a gas-phase ion, CH3O4S (charge -1) at a distorted geometry.

The spin multiplicity is 1. As for the orbital gap: 8.258 eV. The charge is -1. The HOMO energy is -4.071 eV. For the total energy, the calculation gives -20111.7913 eV. Its max |F| is 2.9 eV/A. The energy above the lowest of the compared OMol25 structures with the same formula, charge and spin comes out at 0.835 eV.

Structure (XYZ):
```
9
Properties=species:S:1:pos:R:3:forces:R:3
C 0.6887 0.1587 -0.4356 -1.40 1.87 1.49
O -0.2363 0.1730 -1.5018 -0.11 -0.38 1.01
O -1.8548 -1.1207 -0.1033 0.19 0.90 -0.05
O 0.6965 -0.9813 0.3535 2.61 -0.48 -0.58
O -1.9223 1.3816 -0.0029 0.62 -0.49 0.23
S -1.8170 0.1838 -0.8627 -2.17 -0.35 -1.15
H 1.5723 0.3443 -0.9493 2.19 0.25 -0.27
H 0.3990 0.9435 0.3207 0.52 0.19 -1.18
H -0.1896 -1.2392 0.2097 -2.44 -1.51 0.50
```
Positions in Å, forces in eV/Å.

=====

No. 4
ORCA calculation (wB97M-V/def2-TZVPD) on a molecular structure, C8H20AuIN3O5 at a distorted geometry.

The spin multiplicity is 1. As for the orbital gap (spin up / spin down): 3.008 / 3.016 eV. The charge is +3. The HOMO energy (spin up / spin down) is -18.258 / -18.263 eV. For the total energy, the calculation gives -35087.6242 eV. Its max |F| is 2.3 eV/A. The energy above the lowest of the compared OMol25 structures with the same formula, charge and spin comes out at 1.036 eV.

Structure (XYZ):
```
38
Properties=species:S:1:pos:R:3:forces:R:3
Au 0.0375 0.3967 -0.0854 0.54 -0.08 -0.02
C -0.5753 0.9879 2.9545 -0.42 1.22 0.65
O -0.1086 -0.0605 2.1226 0.70 0.54 -1.79
C -0.7563 -1.3144 2.3182 -0.69 -1.72 -0.39
C -1.9573 -1.5310 1.3911 -0.26 0.28 0.56
O -1.4541 -1.6143 0.0758 1.31 0.81 0.47
C -2.3023 -2.1181 -0.9185 -1.20 -0.64 -0.81
H -0.4594 0.7026 4.0074 0.09 -0.19 -0.23
H -1.6273 1.2198 2.7683 0.01 -0.10 -0.04
H 0.0414 1.8634 2.7635 0.01 -0.04 -0.01
H -1.0759 -1.4170 3.3603 0.10 0.25 -0.08
H -0.0001 -2.0746 2.0974 -0.11 0.11 0.11
H -2.6621 -0.6891 1.4736 0.06 -0.14 0.03
H -2.5002 -2.4467 1.6630 0.21 0.09 0.00
H -2.6217 -3.1462 -0.6863 0.28 0.18 0.03
H -1.7419 -2.1179 -1.8527 -0.10 -0.03 0.09
H -3.2224 -1.5270 -1.0199 0.24 0.09 0.02
C 0.9692 -0.0717 -4.9493 -1.08 -0.27 -1.31
O 1.8978 -0.0905 -3.8643 0.36 0.26 1.72
C 1.5598 0.1250 -2.6320 1.54 -0.47 -0.60
O 0.4145 0.4442 -2.2467 -1.76 0.39 1.51
N 2.5881 -0.0216 -1.7695 0.15 -0.07 -0.26
N 2.3767 0.0560 -0.3825 -0.81 -0.05 0.28
H 1.5669 0.0515 -5.8563 -0.08 0.12 0.34
H 0.2311 0.7248 -4.8493 0.25 0.02 0.06
H 0.4558 -1.0384 -5.0157 0.19 0.19 0.20
H 3.5082 -0.2600 -2.1389 -0.11 0.00 0.22
H 2.9161 0.8217 0.0351 -0.16 -0.01 -0.18
H 2.6717 -0.8130 0.0744 -0.09 0.06 -0.16
N -1.5558 3.4604 -1.0462 0.36 -0.23 -0.19
C -2.1992 2.7846 -0.1221 -0.59 1.73 -0.55
O -1.8510 1.6853 0.3343 1.00 -1.86 0.21
C -3.4887 3.4167 0.3958 -0.15 0.17 0.88
I -3.1372 4.8635 1.9971 0.02 -0.74 -0.79
H -0.7365 3.0679 -1.4919 -0.04 0.13 0.01
H -1.8742 4.3632 -1.3764 -0.07 -0.08 0.06
H -4.1513 2.6537 0.8079 0.19 0.14 -0.09
H -3.9932 3.9616 -0.4047 0.14 -0.07 0.05
```
Positions in Å, forces in eV/Å.

=====

No. 5
ORCA calculation (wB97M-V/def2-TZVPD) on 2 unconnected molecules or ions with the total composition C9H14 at a distorted geometry.

The spin multiplicity is 1. As for the orbital gap: 9.922 eV. The charge is 0. The HOMO energy is -8.913 eV. For the total energy, the calculation gives -9558.4195 eV. Its max |F| is 5.3 eV/A. The energy above the lowest of the compared OMol25 structures with the same formula, charge and spin comes out at 1.762 eV. Its SMILES is Cc1ccccc1.CC.

Structure (XYZ):
```
23
Properties=species:S:1:pos:R:3:forces:R:3
C -2.8847 2.2947 1.6568 -2.58 -0.06 1.10
C -0.2830 0.4897 -0.4328 0.81 0.06 -0.13
C -0.4772 -0.7762 0.0637 2.09 -1.40 -1.25
C -1.0531 1.5502 0.0634 1.00 -0.26 -0.61
C -2.0251 1.2874 1.0253 0.67 -1.76 -0.32
C -1.4772 -1.1261 0.9338 0.51 -1.47 1.19
C -2.1815 -0.0610 1.4641 -1.76 0.00 0.74
H 0.5852 0.5742 -1.1510 -1.24 0.51 0.92
H 0.3338 -1.5009 -0.2027 -1.24 0.32 0.07
H -0.6906 2.5180 -0.2958 -0.95 0.12 0.36
H -1.4998 -2.2532 1.2604 -0.43 2.55 -0.36
H -3.0674 3.1845 1.0323 0.36 -0.22 0.49
H -2.5019 2.5187 2.6732 -0.18 0.40 -0.62
H -2.9639 -0.2616 2.2607 0.95 0.32 -1.08
H -3.9441 1.8222 1.8557 1.91 0.93 -0.43
C 2.8173 -1.9825 -1.5443 2.49 -3.62 2.92
C 3.2114 -0.6141 -1.6953 0.82 4.63 1.42
H 3.3801 -2.7419 -2.1765 -1.10 0.93 0.70
H 3.0021 -2.2398 -0.4174 0.68 -0.14 -1.82
H 1.8116 -2.1552 -1.4231 -2.63 -0.37 -1.15
H 4.2934 -0.4812 -1.9946 -1.34 0.01 0.11
H 3.1019 -0.0488 -0.6619 0.44 -1.06 -1.82
H 2.5130 0.0028 -2.2941 0.74 -0.41 -0.43
```
Positions in Å, forces in eV/Å.

=====

No. 6
ORCA calculation (wB97M-V/def2-TZVPD) on a molecular structure, C42H34N11STl.

The spin multiplicity is 1. As for the orbital gap: 5.224 eV. The charge is 0. The HOMO energy is -6.443 eV. For the total energy, the calculation gives -76025.2806 eV. Its max |F| is 0.1 eV/A. The energy above the lowest of the compared OMol25 structures with the same formula, charge and spin comes out at 1.379 eV.

Structure (XYZ):
```
89
Properties=species:S:1:pos:R:3:forces:R:3
Tl 0.4662 -1.9032 1.6870 0.00 0.03 0.01
N -4.5441 -3.4732 -8.3536 0.00 -0.01 -0.01
C -4.0359 -3.4062 -7.3255 0.00 0.01 0.01
C -3.3981 -3.3211 -6.0388 0.00 0.00 0.00
C -3.4886 -4.3870 -5.1481 -0.01 0.00 0.00
C -2.8725 -4.3025 -3.9123 0.00 -0.02 0.01
C -2.1558 -3.1616 -3.5540 0.01 0.06 -0.01
C -2.0972 -2.0874 -4.4446 -0.01 -0.02 0.00
C -2.7030 -2.1665 -5.6837 0.00 0.00 -0.01
C -1.4867 -3.0432 -2.2416 -0.08 0.02 -0.05
C -1.6307 -1.7436 -1.5499 0.11 0.04 0.03
C -2.9053 -1.0286 -1.3468 -0.04 -0.01 0.00
C -2.5929 0.0917 -0.6958 0.00 0.01 0.00
C -1.1002 0.1332 -0.4806 0.03 -0.03 0.03
N -0.6115 -1.1183 -1.0958 -0.07 -0.01 0.01
C -0.7609 -4.0409 -1.7037 0.01 -0.03 0.07
C -0.3274 -5.2913 -2.3322 0.04 -0.01 -0.04
C 0.4480 -5.9179 -1.4303 -0.04 -0.01 -0.01
C 0.4532 -5.0638 -0.2444 0.03 0.03 0.05
N -0.2323 -3.9806 -0.3917 0.00 -0.02 -0.03
H -4.0496 -5.2694 -5.4237 0.00 0.00 0.00
H -2.9655 -5.1167 -3.2062 0.00 0.00 0.00
H -1.5612 -1.1898 -4.1626 0.00 0.00 0.00
H -2.6460 -1.3398 -6.3782 0.00 0.00 0.00
H -3.8793 -1.3874 -1.6456 0.00 0.01 0.00
H -3.2533 0.8665 -0.3357 -0.01 0.00 0.00
H 0.6023 1.3159 -0.9584 -0.01 -0.01 0.01
H -0.5427 -5.5966 -3.3431 0.00 0.00 0.00
H 0.9737 -6.8528 -1.5423 0.00 0.00 0.00
H 0.9699 -5.2741 0.6850 0.00 0.00 0.00
C 1.9826 -2.4021 6.6729 0.00 0.00 -0.01
N 1.7158 -1.2381 5.8546 -0.01 0.01 0.01
C 0.6807 -0.3432 6.0689 -0.01 -0.02 -0.01
C 0.7767 0.6151 5.1350 0.02 0.00 0.00
N 1.8778 0.3011 4.3457 -0.04 0.00 0.01
C 2.4817 -0.8432 4.7995 0.04 -0.01 0.01
S 3.8871 -1.5606 4.2487 0.00 0.00 0.01
C 2.2669 1.0608 3.2064 0.01 0.01 0.00
C 2.4893 2.4211 3.3446 0.00 -0.02 0.00
C 2.7731 3.1435 2.1986 0.00 0.01 0.00
C 2.8414 2.4771 0.9868 -0.01 -0.02 0.00
C 2.6202 1.1091 0.9700 0.01 0.03 0.01
N 2.3264 0.4078 2.0615 0.00 0.00 -0.06
H 2.3293 -2.1018 7.6618 0.01 0.00 0.00
H 2.7591 -2.9816 6.1814 0.00 0.00 0.00
H 1.0764 -2.9989 6.7664 0.00 0.00 0.01
H -0.0377 -0.4822 6.8562 0.00 0.00 0.00
H 0.1588 1.4703 4.9287 0.00 0.00 0.01
H 2.4384 2.8880 4.3183 0.00 0.00 0.00
H 2.9358 4.2116 2.2537 0.00 0.00 0.00
H 3.0503 3.0039 0.0663 0.00 0.00 0.00
H 2.6552 0.5427 0.0470 0.00 -0.01 0.00
N 5.5719 -4.0273 -2.0742 0.01 0.01 0.00
C 4.5734 -3.3258 -1.4372 0.00 0.00 0.01
C 4.7019 -2.9289 -0.1043 0.00 0.01 0.00
C 3.6515 -2.2738 0.5058 0.00 0.02 0.01
N 2.4994 -1.9897 -0.1102 -0.02 -0.05 -0.01
C 2.3803 -2.3656 -1.3858 0.02 0.01 0.00
C 3.3719 -3.0241 -2.0837 0.00 0.01 -0.01
H 6.4933 -3.9747 -1.6746 0.00 0.00 0.00
H 5.5568 -4.0354 -3.0796 0.00 0.00 0.00
H 5.6079 -3.1329 0.4524 0.00 0.00 0.00
H 3.7279 -1.9562 1.5422 0.01 -0.01 -0.01
H 1.4349 -2.1174 -1.8535 0.00 0.00 0.00
H 3.2125 -3.3058 -3.1174 0.00 0.00 0.00
N -1.6527 5.4425 -0.6196 0.00 -0.02 -0.01
C -2.2528 6.6085 -0.1998 0.00 0.00 0.01
C -2.3750 7.8694 -0.7716 0.00 0.00 0.00
C -3.0646 8.8206 -0.0418 0.00 0.00 0.00
C -3.6141 8.5219 1.2136 0.00 0.01 0.00
C -3.4865 7.2654 1.7746 0.00 -0.01 0.00
C -2.7911 6.2944 1.0571 0.01 0.02 -0.01
N -2.5117 4.9781 1.3839 -0.02 -0.03 0.00
C -1.8410 4.5047 0.3682 0.03 0.02 0.01
C -1.3001 3.1356 0.2450 0.00 0.03 -0.01
C -1.0876 2.6415 -0.9960 0.00 -0.03 -0.03
C -0.4494 1.3212 -1.2569 0.00 0.06 -0.01
N -0.7501 0.0516 0.9051 0.05 -0.01 -0.05
C -0.7980 1.1252 1.6921 -0.03 -0.04 0.04
C -1.0442 2.4616 1.4868 0.00 -0.01 0.03
H -1.0742 5.3098 -1.4289 -0.01 0.00 0.00
H -1.9546 8.1009 -1.7420 0.00 0.00 0.00
H -3.1843 9.8164 -0.4485 0.00 0.00 0.00
H -4.1488 9.2951 1.7498 0.00 0.00 0.00
H -3.9097 7.0297 2.7421 0.00 0.00 0.00
H -1.4680 3.1849 -1.8540 0.00 0.00 0.00
H -0.4850 1.0917 -2.3245 0.01 -0.01 0.00
H -0.6002 0.8661 2.7347 0.01 0.00 0.00
H -1.0977 3.0768 2.3752 0.00 0.00 0.00
```
Positions in Å, forces in eV/Å.